Computed, not measured: a cluster of 2 separate species, CH6OSi in total, with the ωB97M-V functional and the def2-TZVPD basis.

```
9
Properties=species:S:1:pos:R:3:forces:R:3:mulliken_charge:R:1
C 1.64357 0.10403 -0.13858 1.323 -2.255 -1.478 -0.46
O 0.85084 0.40366 0.91712 -1.098 -0.112 0.261 -0.45
Si -1.98835 -0.03129 0.13142 0.651 -1.652 1.744 0.37
H 2.28891 0.86519 -0.55375 -0.799 1.474 -0.520 0.25
H 1.03116 -0.43124 -0.94291 0.941 0.841 0.630 0.14
H 2.54092 -0.59444 0.01978 -1.431 -0.278 0.761 0.22
H -2.58704 0.00848 1.47821 0.048 0.560 -0.187 -0.03
H -2.31904 -1.40848 -0.35359 0.361 0.664 -0.458 -0.02
H -1.46097 1.08408 -0.55770 0.004 0.757 -0.753 -0.02
```
Positions in Å, forces in eV/Å.

Its orbital gap (spin up / spin down) is 8.38 / 5.98 eV. The spin multiplicity is 1. The largest force on an atom is 0.0584 hartree/bohr. The calculation puts the total energy at -11054.1124 eV. Its charge is 0.